{
  "formula": "C2H15NO5",
  "method": "ωB97M-V/def2-TZVPD",
  "spin_multiplicity": 2,
  "homo_energy_ev": [-14.34, -14.33],
  "lumo_ha": [-0.1273, -0.2977],
  "homo_lumo_gap_ha": [0.400, 0.229],
  "charge": 1,
  "e_above_lowest_kcal_mol": 10.4,
  "species": ["C", "N", "C", "O", "H", "H", "H", "H", "H", "H", "H", "H", "H", "O", "H", "H", "O", "H", "H", "O", "H", "H", "O"],
  "coordinates": [[0.50790, 1.24908, -0.55103], [-0.19817, 0.72506, 0.56828], [0.37552, 0.27751, 1.80117], [0.50604, -1.13442, 1.63108], [0.11698, 2.24829, -0.77212], [0.33039, 0.60422, -1.42469], [1.58895, 1.25177, -0.41174], [-1.04807, 0.19700, 0.28816], [1.41079, 0.55721, 1.99176], [-0.30085, 0.42763, 2.64524], [0.25687, -1.72959, 2.34842], [-2.96308, 2.65840, 0.70081], [-2.93961, 1.49751, 1.60469], [-3.45131, 1.83849, 0.86135], [-2.90387, -0.66112, -1.52794], [-2.76419, 0.47464, -0.41411], [-2.37531, -0.33128, -0.79712], [2.41634, -2.24344, -0.48594], [1.82075, -1.48960, 0.63956], [2.62005, -1.48407, 0.07770], [2.28738, -1.11730, -2.17719], [2.68395, -0.16501, -3.10060], [2.20322, -1.01195, -3.13908]],
  "forces_ev_per_a": [[0.675, -0.207, -0.241], [0.087, -0.809, -0.474], [0.726, -1.999, 1.143], [-0.468, -0.225, -0.688], [0.029, 0.087, -0.157], [-0.451, 0.132, 0.090], [-0.109, 0.321, 0.451], [-0.096, 0.049, -0.039], [-0.321, 1.185, -0.208], [0.061, 0.673, -0.104], [-0.345, 0.506, 0.313], [-0.504, 0.271, -0.278], [-0.509, -0.257, 0.364], [1.093, 0.012, -0.059], [-0.137, 0.152, 0.031], [-0.908, -0.206, -0.501], [0.755, 0.380, 0.669], [0.541, -0.102, -0.031], [0.574, 0.091, -0.018], [-0.740, -0.194, -0.366], [-0.364, -0.929, 0.006], [-0.048, -0.125, -1.214], [0.459, 1.193, 1.309]]
}



{
  "formula": "C4H8N2O3",
  "method": "ωB97M-V/def2-TZVPD",
  "spin_multiplicity": 1,
  "homo_energy_ev": -9.77,
  "lumo_ha": 0.0147,
  "homo_lumo_gap_ha": 0.374,
  "smiles": "NC(=O)C[C@H](N)C(=O)O",
  "e_above_lowest_kcal_mol": 31.4,
  "species": ["N", "C", "O", "C", "C", "N", "C", "O", "O", "H", "H", "H", "H", "H", "H", "H", "H"],
  "coordinates": [[1.12683, -1.99115, -1.10515], [0.95804, -0.67456, -1.62159], [1.69801, -0.19720, -2.48050], [-0.16233, 0.00785, -0.88050], [0.09115, 0.48542, 0.47140], [0.38365, -0.59155, 1.44531], [-1.06516, 1.39447, 0.92945], [-1.43998, 1.51042, 2.10456], [-1.55351, 2.13203, -0.13061], [0.96179, -1.83401, -0.07724], [2.04412, -2.44721, -1.14727], [-0.94494, 0.54473, -1.51934], [-0.81839, -0.79525, -0.62361], [1.04132, 1.09349, 0.53417], [0.51785, -0.17602, 2.34985], [-0.47309, -1.09524, 1.56573], [-2.36538, 2.63378, 0.18533]],
  "forces_ev_per_a": [[-0.023, 1.132, 1.857], [2.722, -0.623, -0.855], [-1.666, -0.425, 1.123], [-2.587, -1.132, -2.565], [1.928, 2.254, 2.309], [-0.476, 0.373, -0.910], [-0.433, 1.089, 1.731], [0.645, -0.353, -3.175], [-1.250, 0.083, 1.903], [-0.086, -0.857, -1.035], [-0.309, 0.652, -0.830], [2.104, 0.142, 0.721], [-0.678, -1.306, -0.151], [-1.055, 0.014, -0.285], [0.362, 0.319, 0.358], [-0.629, -0.671, 0.096], [1.431, -0.689, -0.293]]
}



{
  "formula": "C26H44BrCl2F6N3O9P2",
  "method": "ωB97M-V/def2-TZVPD",
  "spin_multiplicity": 1,
  "homo_energy_ev": -8.39,
  "lumo_ha": 0.0056,
  "homo_lumo_gap_ha": 0.314,
  "species": ["C", "C", "C", "O", "O", "C", "C", "C", "C", "C", "O", "C", "C", "O", "O", "C", "C", "O", "C", "C", "O", "C", "C", "F", "C", "N", "P", "C", "C", "C", "C", "Cl", "C", "C", "Cl", "P", "O", "Br", "C", "F", "F", "C", "F", "F", "F", "H", "H", "H", "H", "H", "H", "H", "H", "H", "H", "H", "H", "H", "H", "H", "H", "H", "H", "H", "H", "H", "H", "H", "H", "H", "H", "H", "H", "H", "H", "H", "H", "H", "H", "H", "H", "H", "H", "H", "H", "C", "O", "N", "N", "H", "H", "H", "H"],
  "coordinates": [[5.92174, -2.65658, -0.67059], [5.14510, -1.52688, -1.37120], [4.48964, -2.06412, -2.60813], [5.04744, -2.20559, -3.67093], [3.19955, -2.46077, -2.41086], [2.22273, -1.90986, -3.32031], [1.49794, -0.74154, -2.65022], [-0.00873, -0.83133, -2.26958], [-0.41403, -2.27860, -1.89758], [-1.72016, -2.93524, -2.36159], [-1.51658, -4.37070, -2.38502], [-1.89827, -4.95516, -1.21186], [-3.07856, -5.86370, -1.34368], [-1.31073, -4.74366, -0.17217], [-0.01526, 0.06659, -1.13457], [-1.03696, 0.48944, -0.23868], [-2.28534, -0.40952, -0.21442], [-3.38726, 0.26056, 0.41054], [-4.63469, -0.17406, 0.08760], [-4.86085, -1.65795, 0.01030], [-5.52772, 0.62446, -0.05652], [-1.58811, 1.85836, -0.81823], [-0.61382, 2.77027, -1.54784], [-2.22643, 2.60101, 0.16450], [-0.34211, 0.65019, 1.21743], [-1.40523, 0.92574, 2.18531], [-1.02619, 1.11037, 3.90283], [-1.88910, -0.31977, 4.66642], [-2.24262, 2.45342, 4.23854], [-3.72008, 2.05661, 4.12064], [0.78317, 1.72251, 1.17630], [2.26641, 1.28830, 2.12674], [0.40159, 3.17272, 1.54615], [0.78101, 3.69889, 2.92867], [1.32064, 4.25926, 0.39318], [0.50161, -0.90619, 2.06960], [-0.72783, -1.99714, 1.84436], [2.12425, -1.82962, 0.79025], [-0.76458, -0.24866, -3.48776], [-0.40592, 1.04335, -3.67951], [-2.11542, -0.23856, -3.30615], [-0.50304, -0.93296, -4.87833], [-0.39352, -2.26018, -4.79444], [-1.51284, -0.64581, -5.69333], [0.62190, -0.46499, -5.40873], [6.37889, -3.31022, -1.40783], [5.25351, -3.26084, -0.06595], [6.70447, -2.24114, -0.04683], [5.80326, -0.71196, -1.64350], [4.36281, -1.19806, -0.69438], [2.74949, -1.57341, -4.20790], [1.59966, -2.74048, -3.62163], [1.65213, 0.14037, -3.26466], [2.02929, -0.52094, -1.73442], [-0.46472, -2.27271, -0.81886], [0.36649, -2.99405, -2.11206], [-2.06500, -2.67352, -3.34890], [-2.53561, -2.74975, -1.67556], [-3.60255, -5.66547, -2.27132], [-2.72658, -6.89085, -1.38995], [-3.73783, -5.73731, -0.49405], [-2.10733, -1.35618, 0.24781], [-2.55319, -0.60960, -1.23714], [-5.71904, -1.87401, 0.63654], [-4.01146, -2.24523, 0.33772], [-5.11503, -1.90577, -1.01668], [-2.36113, 1.56862, -1.52626], [-0.60231, 3.73019, -1.05209], [0.39065, 2.38683, -1.65870], [-0.98817, 2.96682, -2.54673], [-2.03928, 0.13635, 2.15688], [-2.43457, -0.93822, 3.95668], [-2.56048, 0.02683, 5.44411], [-1.12587, -0.95251, 5.11052], [-2.02143, 2.84833, 5.22599], [-2.03470, 3.20427, 3.48201], [-4.30276, 2.87960, 3.71577], [-3.86370, 1.21590, 3.44759], [-4.15370, 1.82144, 5.08761], [1.18982, 1.72493, 0.17641], [-0.64293, 3.37984, 1.36422], [0.69645, 2.95496, 3.71010], [1.78889, 4.09527, 2.93934], [0.11961, 4.52773, 3.16816], [-0.39176, -2.87130, 2.09590], [5.47757, 5.00861, 2.05358], [6.50494, 5.56900, 2.38974], [4.42507, 5.66691, 1.47814], [5.28195, 3.66125, 2.22566], [3.58462, 5.19502, 1.20507], [4.51613, 6.65367, 1.33404], [6.02757, 3.14177, 2.64658], [4.44061, 3.18479, 1.95648]],
  "forces_ev_per_a": [[0.004, 0.100, -0.292], [-0.215, -0.692, 0.372], [0.487, -0.283, -0.899], [-0.467, 0.362, 0.556], [-0.268, 0.440, 0.242], [0.434, -0.363, -0.043], [0.266, 0.040, -0.225], [0.498, -0.387, -0.106], [-0.581, 0.364, 0.492], [0.475, -0.326, 0.025], [-0.486, 0.169, -0.111], [0.802, 0.108, 1.025], [0.065, -0.067, -0.380], [-0.658, 0.010, -0.824], [-0.116, -0.201, -0.122], [-0.337, 1.091, 0.494], [0.089, -0.239, 0.081], [0.117, 0.085, -0.265], [-0.804, 0.733, -0.005], [0.078, 0.089, -0.092], [0.787, -0.610, 0.229], [0.311, -0.154, -0.125], [-0.366, 0.225, -0.251], [-0.047, 0.076, 0.013], [0.227, -0.719, -0.298], [0.578, -0.781, 0.639], [0.121, 0.500, -0.047], [0.336, -0.175, -0.098], [-0.374, -0.496, -0.224], [0.040, 0.283, -0.009], [-0.191, 0.329, -0.005], [0.113, 0.170, 0.073], [0.711, 0.350, 0.119], [-0.200, 0.212, 0.083], [0.097, 0.139, 0.121], [-0.418, 0.261, 0.093], [0.263, 0.004, -0.309], [-0.241, -0.134, -0.199], [-0.049, 0.218, -0.008], [-0.129, -0.143, -0.041], [0.005, -0.141, 0.067], [-0.098, 0.220, 0.266], [-0.038, -0.117, -0.041], [0.028, -0.022, -0.104], [0.086, 0.007, -0.149], [0.191, -0.033, -0.057], [-0.065, -0.060, 0.138], [0.062, -0.017, 0.196], [0.088, 0.114, -0.129], [0.067, 0.402, 0.010], [0.044, 0.026, -0.134], [-0.223, -0.024, -0.022], [-0.128, 0.156, -0.027], [-0.027, -0.151, 0.294], [0.194, -0.089, 0.394], [0.242, 0.071, -0.269], [0.070, 0.016, -0.206], [-0.232, 0.272, 0.197], [-0.129, 0.053, -0.058], [0.015, -0.160, 0.157], [-0.013, -0.100, 0.184], [0.249, -0.525, 0.532], [-0.033, 0.059, -0.463], [-0.139, -0.095, 0.009], [0.096, -0.115, 0.047], [-0.061, -0.142, -0.100], [-0.216, -0.056, 0.001], [0.081, 0.024, 0.132], [0.115, -0.041, 0.122], [-0.026, -0.023, -0.105], [-0.462, 0.271, -0.384], [-0.205, 0.047, -0.074], [-0.115, -0.012, 0.119], [0.029, -0.149, 0.120], [0.064, 0.260, 0.094], [0.241, 0.256, 0.079], [-0.077, 0.099, -0.043], [-0.062, -0.115, -0.080], [-0.019, -0.208, 0.106], [-0.165, -0.081, -0.226], [-0.133, -0.274, -0.269], [-0.040, -0.146, 0.010], [0.213, -0.123, 0.002], [-0.071, 0.103, 0.037], [-0.287, -0.003, -0.057], [-0.045, -0.039, 0.000], [-0.012, -0.019, -0.005], [0.099, -0.095, 0.070], [-0.010, 0.066, -0.023], [-0.127, 0.028, -0.051], [0.021, 0.026, 0.004], [0.032, -0.002, 0.018], [-0.023, 0.009, -0.010]]
}



{
  "formula": "C6H13NO2S",
  "method": "ωB97M-V/def2-TZVPD",
  "spin_multiplicity": 1,
  "homo_energy_ev": [-8.47, -8.47],
  "lumo_ha": [-0.0184, -0.0183],
  "homo_lumo_gap_ha": [0.293, 0.293],
  "e_above_lowest_kcal_mol": 96.6,
  "species": ["C", "C", "C", "C", "C", "C", "N", "O", "O", "S", "H", "H", "H", "H", "H", "H", "H", "H", "H", "H", "H", "H", "H"],
  "coordinates": [[-2.49304, 2.04993, -0.78510], [2.29817, 0.79244, 0.94914], [0.61400, -1.70652, 0.86182], [0.26800, -1.05053, -1.55159], [1.09298, 0.70048, 0.04256], [0.48413, -0.64688, -0.13407], [-2.28328, 1.46157, 0.28894], [-2.11246, -0.56279, 1.80021], [-2.79521, -1.02366, -0.53513], [-1.94762, -0.24743, 0.41814], [-2.59501, 3.09974, -0.64713], [-2.68389, 1.55658, -1.78630], [3.14972, 0.05737, 0.79293], [1.91009, 0.60860, 1.86396], [2.68573, 1.76453, 1.00554], [0.93396, -1.27117, 1.86933], [-0.43998, -2.13465, 0.90496], [1.37360, -2.51790, 0.52887], [1.35312, -1.37521, -1.91072], [-0.03594, -0.17352, -2.16643], [-0.44320, -1.75631, -1.54026], [1.21380, 1.15792, -0.91484], [0.45232, 1.21742, 0.64516]],
  "forces_ev_per_a": [[-0.760, -0.984, -1.623], [2.090, -2.022, -2.207], [0.169, -1.145, 1.245], [4.156, 2.778, -0.230], [1.524, -1.227, -0.499], [-1.592, 1.183, -0.753], [0.849, -1.240, 1.727], [-0.136, -0.033, 1.313], [1.140, 1.255, 0.889], [0.359, -0.670, -3.138], [-0.154, 1.035, -0.581], [0.366, 0.472, 0.964], [-0.993, 0.867, -0.136], [-0.754, -0.737, 3.283], [0.605, 1.438, -0.293], [-0.656, -0.954, -1.313], [1.660, -0.193, 0.498], [-1.252, 1.268, 0.501], [-2.262, 0.239, 0.400], [0.195, -0.710, 0.359], [-2.309, -3.013, -0.727], [0.068, 0.490, -0.544], [-2.312, 1.903, 0.864]]
}